ORCA calculation (the ωB97M-V functional and the def2-TZVPD basis) on 11 unconnected molecules or ions with the total composition C35H70Br4O13 in a non-equilibrium geometry.

Each line ends with the Löwdin charge.
Atoms and positions in Å:
C1 3.720 1.333 2.976  -0.049
C2 4.946 0.518 3.301  -0.210
O1 5.952 1.424 3.789  -0.004
C3 6.997 0.890 4.403  -0.572
C4 8.007 1.928 4.798  0.019
O2 7.085 -0.277 4.657  0.109
H1 3.965 2.068 2.214  0.088
H2 3.401 1.851 3.885  0.070
H3 2.883 0.686 2.727  0.047
H4 4.754 -0.369 3.903  0.118
H5 5.387 0.100 2.382  0.124
H6 8.263 2.509 3.907  0.088
H7 8.905 1.419 5.133  0.085
H8 7.658 2.619 5.559  0.087
C5 3.043 4.876 4.624  -0.065
C6 1.761 4.217 4.231  -0.235
O3 1.703 4.081 2.812  0.000
C7 0.506 4.011 2.253  -0.555
C8 0.571 3.761 0.768  0.017
O4 -0.538 4.274 2.794  0.095
H9 3.917 4.296 4.331  0.070
H10 3.070 4.922 5.720  0.084
H11 3.137 5.919 4.324  0.081
H12 1.694 3.216 4.673  0.112
H13 0.860 4.719 4.587  0.121
H14 -0.429 3.652 0.362  0.072
H15 1.193 2.897 0.555  0.064
H16 0.994 4.669 0.331  0.081
C9 -2.128 0.773 -4.188  -0.041
C10 -2.143 -0.356 -5.203  -0.204
O5 -3.160 -1.299 -4.905  -0.032
C11 -4.341 -1.279 -5.544  -0.557
C12 -5.120 -2.538 -5.297  0.026
O6 -4.744 -0.343 -6.166  0.121
H17 -3.157 0.997 -3.903  0.085
H18 -1.634 1.683 -4.508  0.041
H19 -1.634 0.463 -3.272  0.062
H20 -2.315 0.056 -6.200  0.123
H21 -1.171 -0.842 -5.239  0.123
H22 -5.097 -3.156 -6.193  0.093
H23 -6.148 -2.222 -5.119  0.091
H24 -4.786 -3.112 -4.438  0.078
C13 -3.461 -1.544 -1.469  -0.057
C14 -4.496 -0.446 -1.626  -0.196
O7 -5.722 -0.846 -0.982  -0.002
C15 -6.480 0.089 -0.392  -0.542
C16 -7.695 -0.520 0.247  0.024
O8 -6.246 1.260 -0.406  0.102
H25 -2.723 -1.432 -2.261  0.051
H26 -3.951 -2.501 -1.676  0.082
H27 -3.011 -1.602 -0.478  0.074
H28 -4.142 0.534 -1.312  0.107
H29 -4.736 -0.385 -2.692  0.115
H30 -7.538 -1.585 0.409  0.083
H31 -8.549 -0.418 -0.420  0.093
H32 -7.883 -0.055 1.210  0.089
C17 -0.086 0.495 -0.433  -0.002
C18 0.492 0.128 0.919  -0.468
C19 1.502 -1.005 0.924  -0.057
O9 0.277 0.754 1.942  0.060
H33 0.498 1.343 -0.792  0.080
H34 -1.139 0.755 -0.371  0.078
H35 0.098 -0.357 -1.085  0.060
H36 0.900 -1.899 0.726  0.011
H37 1.958 -1.096 1.906  0.054
H38 2.262 -0.843 0.159  0.093
C20 0.200 -3.449 -2.187  -0.018
C21 0.889 -4.304 -3.236  -0.485
C22 1.625 -5.545 -2.803  -0.016
O10 0.673 -4.090 -4.399  0.077
H39 0.735 -2.511 -2.007  0.075
H40 0.046 -3.957 -1.241  0.020
H41 -0.740 -3.162 -2.656  0.077
H42 2.704 -5.372 -2.887  0.081
H43 1.399 -6.465 -3.336  0.087
H44 1.458 -5.750 -1.741  0.042
C23 5.769 -1.563 -1.857  -0.013
C24 4.744 -2.663 -2.024  -0.520
C25 4.412 -3.492 -0.829  -0.047
O11 4.323 -2.945 -3.105  0.082
H45 6.689 -1.948 -2.298  0.094
H46 5.835 -1.298 -0.805  0.070
H47 5.516 -0.706 -2.478  0.086
H48 4.276 -2.807 0.018  0.070
H49 5.251 -4.134 -0.549  0.103
H50 3.516 -4.095 -0.902  0.006
C26 -3.764 3.143 0.876  -0.006
C27 -3.595 3.491 -0.574  -0.493
C28 -4.477 4.509 -1.219  -0.007
O12 -2.715 2.932 -1.205  0.011
H51 -3.976 4.043 1.459  0.092
H52 -2.918 2.627 1.313  0.078
H53 -4.696 2.569 0.853  0.069
H54 -4.085 5.520 -1.058  0.095
H55 -5.489 4.541 -0.816  0.087
H56 -4.443 4.345 -2.294  0.079
C29 0.441 0.056 5.337  -0.016
C30 0.895 -1.158 4.560  -0.492
C31 -0.197 -2.067 4.044  -0.019
O13 2.072 -1.372 4.364  0.055
H57 1.310 0.554 5.766  0.079
H58 -0.261 -0.230 6.122  0.082
H59 -0.055 0.780 4.685  0.083
H60 -0.610 -1.792 3.070  0.079
H61 -0.993 -2.193 4.771  0.083
H62 0.298 -3.019 3.816  0.062
Br1 -2.192 -6.810 2.042  0.655
C32 -1.008 -5.306 1.723  -0.712
C33 0.365 -5.877 1.401  -0.667
Br2 1.597 -4.406 1.088  0.785
H63 -0.986 -4.643 2.582  0.036
H64 -1.384 -4.719 0.887  0.049
H65 0.322 -6.429 0.470  0.045
H66 0.683 -6.489 2.238  0.056
Br3 -2.454 4.744 -5.304  0.621
C34 -0.643 4.171 -4.888  -0.694
C35 -0.484 4.022 -3.385  -0.717
Br4 -0.366 5.762 -2.539  0.635
H67 0.004 4.938 -5.301  0.042
H68 -0.448 3.221 -5.377  0.047
H69 0.346 3.389 -3.077  0.064
H70 -1.379 3.548 -2.984  0.000

Total charge   0
Orbital gap   9.77 eV
LUMO   0.166 eV